[1]
The molecule C4H11NO at a distorted geometry, computed with ωB97M-V/def2-TZVPD.

## Properties
- structure (SMILES) = C[C@@H](CN)CO
- charge = 0
- energy above the lowest of the compared OMol25 structures with the same formula, charge and spin (kcal/mol) = 66.1
- HOMO (Ha) = -0.297
- LUMO level (Eh) = 0.034
- total energy (a.u.) = -288.91167

CARTESIAN COORDINATES (ANGSTROEM)
C: -1.563 -0.136 -0.391
C: -0.213 0.159 0.217
C: 0.850 -0.843 0.117
N: 0.224 -1.972 1.181
C: 0.688 1.298 -0.810
O: 0.567 2.594 -0.284
H: -2.032 0.796 -0.712
H: -1.465 -0.783 -1.262
H: -2.209 -0.629 0.332
H: -0.274 0.637 1.196
H: 0.909 -1.361 -0.836
H: 1.792 -0.554 0.577
H: -0.529 -2.575 0.866
H: 0.262 -1.718 2.164
H: 1.729 1.113 -1.101
H: 0.129 1.303 -1.745
H: 1.135 2.670 0.491

=====

[2]
A cluster of 2 separate species, C4H11NO2 in total at a distorted geometry, computed with ωB97M-V/def2-TZVPD.

## Properties
- charge = -1
- energy above the lowest of the compared OMol25 structures with the same formula, charge and spin (kcal/mol) = 5.7
- HOMO (spin up / spin down) (Ha) = 0.025 / -0.236
- 2S+1 = 2
- LUMO level (spin up / spin down) (Eh) = 0.139 / 0.134
- total energy (a.u.) = -364.22952
- <S²> = 0.7504

CARTESIAN COORDINATES (ANGSTROEM)
N: 0.052 -0.642 -1.400
C: -0.133 -1.231 -0.161
C: -0.918 -0.384 0.833
C: -2.148 0.305 0.214
C: 0.023 0.639 1.461
O: 0.271 -2.335 0.131
H: 0.407 0.318 -1.364
H: 0.691 -1.174 -1.980
H: -1.272 -1.080 1.600
H: -2.648 -0.269 -0.564
H: -1.833 1.284 -0.159
H: -2.891 0.458 1.005
H: -0.421 1.389 2.119
H: 0.824 0.113 1.977
H: 0.549 1.214 0.681
H: 2.989 2.763 -0.486
H: 2.204 1.943 -1.548
O: 2.088 2.506 -0.753

=====

[3]
A cluster of 2 separate species, C4H11NO2 in total at a distorted geometry, computed with ωB97M-V/def2-TZVPD.

## Properties
- structure (SMILES) = CN(C)C=O.CO
- charge = 0
- energy above the lowest of the compared OMol25 structures with the same formula, charge and spin (kcal/mol) = 30.7
- HOMO (Ha) = -0.351
- LUMO level (Eh) = 0.024
- total energy (a.u.) = -364.21929

CARTESIAN COORDINATES (ANGSTROEM)
C: 0.300 -1.674 -0.777
N: 0.658 -0.282 -0.562
C: 2.069 0.035 -0.440
C: -0.211 0.689 -1.079
O: -1.348 0.477 -1.476
H: 0.402 -1.916 -1.839
H: 0.951 -2.325 -0.188
H: -0.742 -1.830 -0.483
H: 2.183 1.053 -0.053
H: 2.546 -0.668 0.247
H: 2.547 -0.025 -1.421
H: 0.221 1.703 -1.044
C: -1.375 0.960 1.765
O: -2.514 0.226 1.357
H: -1.367 1.933 1.266
H: -1.433 1.137 2.842
H: -0.440 0.383 1.498
H: -2.448 0.122 0.386

=====

[4]
The molecule C4H11NO2 at a distorted geometry, computed with ωB97M-V/def2-TZVPD.

## Properties
- structure (SMILES) = C[C@H](O)CNCO
- charge = 0
- energy above the lowest of the compared OMol25 structures with the same formula, charge and spin (kcal/mol) = 48.1
- HOMO (Ha) = -0.341
- LUMO level (Eh) = 0.031
- total energy (a.u.) = -364.19155

CARTESIAN COORDINATES (ANGSTROEM)
C: 0.095 -1.687 2.274
C: 0.641 -0.893 1.096
O: 1.161 0.363 1.631
C: -0.422 -0.650 0.050
N: 0.288 0.117 -1.069
C: -0.631 0.555 -2.061
O: -0.786 2.002 -1.910
H: -0.324 -2.655 2.010
H: 0.760 -1.854 3.121
H: -0.826 -1.173 2.581
H: 1.598 -1.321 0.795
H: 0.580 1.087 1.347
H: -0.782 -1.523 -0.479
H: -1.071 0.124 0.481
H: 0.766 0.919 -0.708
H: -1.582 0.071 -1.885
H: -0.353 0.421 -3.117
H: -1.624 2.282 -2.261

=====

[5]
The molecule C4H11NO2 at a distorted geometry, computed with ωB97M-V/def2-TZVPD.

## Properties
- structure (SMILES) = CNC(CO)CO
- charge = 0
- energy above the lowest of the compared OMol25 structures with the same formula, charge and spin (kcal/mol) = 43.8
- HOMO (Ha) = -0.332
- LUMO level (Eh) = 0.030
- total energy (a.u.) = -364.19838

CARTESIAN COORDINATES (ANGSTROEM)
C: 1.822 -1.323 -1.467
N: 1.074 -1.274 -0.125
C: 0.320 -0.038 -0.003
C: -0.035 0.080 1.471
O: -0.606 1.339 1.886
C: -0.950 0.013 -0.881
O: -1.530 1.289 -0.938
H: 2.741 -1.816 -1.160
H: 1.274 -2.015 -2.110
H: 1.958 -0.357 -1.935
H: 0.440 -2.066 -0.212
H: 0.942 0.819 -0.264
H: -0.761 -0.670 1.817
H: 0.904 -0.077 2.006
H: -0.878 1.261 2.790
H: -0.649 -0.235 -1.908
H: -1.610 -0.789 -0.531
H: -1.802 1.527 -0.039

=====

[6]
A cluster of 2 separate species, C4H11NO2 in total at a distorted geometry, computed with ωB97M-V/def2-TZVPD.

## Properties
- structure (SMILES) = CC(=O)N(C)C.O
- charge = 0
- energy above the lowest of the compared OMol25 structures with the same formula, charge and spin (kcal/mol) = 25.1
- HOMO (Ha) = -0.337
- LUMO level (Eh) = 0.028
- total energy (a.u.) = -364.22824

CARTESIAN COORDINATES (ANGSTROEM)
C: 1.271 -0.372 -2.007
C: 0.108 0.159 -1.220
O: -1.080 0.020 -1.481
N: 0.484 0.557 0.043
C: -0.613 1.261 0.776
C: 1.854 0.654 0.486
H: 1.983 0.423 -2.288
H: 1.050 -0.858 -2.946
H: 1.755 -1.113 -1.374
H: -0.247 1.705 1.768
H: -0.983 2.029 0.106
H: -1.426 0.562 1.008
H: 1.917 0.926 1.562
H: 2.480 1.270 -0.192
H: 2.290 -0.351 0.463
O: -3.475 -2.133 2.041
H: -4.164 -2.792 2.112
H: -3.204 -1.947 1.141

=====

[7]
The molecule C4H11NO2 at a distorted geometry, computed with ωB97M-V/def2-TZVPD.

## Properties
- structure (SMILES) = CCO[C@H](O)CN
- charge = 0
- energy above the lowest of the compared OMol25 structures with the same formula, charge and spin (kcal/mol) = 35.9
- HOMO (Ha) = -0.337
- LUMO level (Eh) = 0.037
- total energy (a.u.) = -364.21095

CARTESIAN COORDINATES (ANGSTROEM)
C: 2.122 -0.471 -1.470
C: 1.708 -0.410 -0.026
O: 0.210 -0.142 -0.186
C: -0.667 -0.249 0.893
O: -0.910 -1.582 1.267
C: -1.954 0.466 0.428
N: -1.763 1.865 0.101
H: 2.534 -1.434 -1.755
H: 2.747 0.363 -1.771
H: 1.084 -0.341 -1.914
H: 1.833 -1.354 0.510
H: 2.122 0.438 0.529
H: -0.249 0.231 1.792
H: -1.293 -2.042 0.510
H: -2.305 -0.046 -0.473
H: -2.718 0.375 1.203
H: -1.496 2.387 0.931
H: -1.004 1.947 -0.569

=====

[8]
The molecule C4H11NO2 at a distorted geometry, computed with ωB97M-V/def2-TZVPD.

## Properties
- structure (SMILES) = C[C@@H](CO)NCO
- charge = 0
- energy above the lowest of the compared OMol25 structures with the same formula, charge and spin (kcal/mol) = 36.5
- HOMO (Ha) = -0.327
- LUMO level (Eh) = 0.033
- total energy (a.u.) = -364.20994

CARTESIAN COORDINATES (ANGSTROEM)
C: 1.324 0.862 0.347
C: -0.058 0.383 -0.159
C: -0.225 0.799 -1.630
O: 0.243 2.126 -1.843
N: -0.254 -1.021 0.044
C: -1.198 -1.428 1.066
O: -0.602 -1.528 2.366
H: 1.547 0.426 1.318
H: 1.306 1.946 0.421
H: 2.119 0.607 -0.358
H: -0.853 0.939 0.358
H: 0.322 0.026 -2.188
H: -1.234 0.826 -2.028
H: 1.042 2.105 -2.350
H: 0.591 -1.529 0.219
H: -1.648 -2.380 0.769
H: -2.001 -0.699 1.148
H: -0.422 -2.459 2.497

=====

[9]
A cluster of 2 separate species, C4H11NO2 in total at a distorted geometry, computed with ωB97M-V/def2-TZVPD.

## Properties
- structure (SMILES) = NCCCC=O.O
- charge = 0
- energy above the lowest of the compared OMol25 structures with the same formula, charge and spin (kcal/mol) = 49.6
- HOMO (Ha) = -0.340
- LUMO level (Eh) = 0.022
- total energy (a.u.) = -364.18918

CARTESIAN COORDINATES (ANGSTROEM)
N: 1.867 0.047 -0.151
C: 0.889 -0.984 0.196
C: 0.281 -0.900 1.628
C: -0.817 0.188 1.840
C: -1.120 1.103 0.717
O: -2.114 0.990 0.050
H: 1.871 0.788 0.530
H: 1.924 0.152 -1.151
H: 1.375 -1.945 -0.017
H: -0.008 -1.092 -0.417
H: -0.232 -1.843 1.706
H: 1.112 -0.838 2.314
H: -0.466 0.865 2.626
H: -1.656 -0.243 2.373
H: -0.367 1.940 0.444
O: -0.947 0.347 -4.530
H: -1.361 1.175 -4.260
H: -0.230 0.251 -3.898

=====

[10]
The molecule C4H11NO2 at a distorted geometry, computed with ωB97M-V/def2-TZVPD.

## Properties
- structure (SMILES) = OCCCNCO
- charge = 0
- energy above the lowest of the compared OMol25 structures with the same formula, charge and spin (kcal/mol) = 44.5
- HOMO (Ha) = -0.324
- LUMO level (Eh) = 0.032
- total energy (a.u.) = -364.19733

CARTESIAN COORDINATES (ANGSTROEM)
O: 1.768 -1.607 -2.108
C: 1.093 -0.328 -2.206
C: 0.668 0.269 -0.876
C: -0.586 -0.462 -0.355
N: -1.239 0.096 0.839
C: -0.686 0.407 2.140
O: -1.144 1.651 2.662
H: 2.691 -1.410 -2.251
H: 1.771 0.338 -2.772
H: 0.302 -0.465 -2.950
H: 0.511 1.351 -1.043
H: 1.484 0.149 -0.155
H: -0.298 -1.512 -0.194
H: -1.340 -0.480 -1.110
H: -2.157 -0.311 0.905
H: 0.399 0.397 2.166
H: -1.129 -0.377 2.758
H: -1.043 2.195 1.851

=====

[11]
A cluster of 2 separate species, C4H11NO2 in total at a distorted geometry, computed with ωB97M-V/def2-TZVPD.

## Properties
- structure (SMILES) = NC1OCCO1.C
- charge = 0
- energy above the lowest of the compared OMol25 structures with the same formula, charge and spin (kcal/mol) = 108.4
- HOMO (Ha) = -0.326
- LUMO level (Eh) = 0.035
- total energy (a.u.) = -364.09538

CARTESIAN COORDINATES (ANGSTROEM)
N: -0.956 0.277 2.265
C: -1.231 1.109 1.113
O: -1.723 0.268 0.109
C: -0.844 0.211 -1.003
C: 0.457 0.901 -0.647
O: -0.054 1.741 0.728
H: -0.837 0.860 3.086
H: -1.730 -0.352 2.447
H: -1.988 1.896 1.285
H: -1.310 0.768 -1.830
H: -0.747 -0.839 -1.302
H: 0.973 0.702 0.562
H: 0.827 1.538 -1.453
C: 1.852 -1.822 -1.075
H: 1.939 -0.718 -1.041
H: 2.786 -2.372 -1.143
H: 1.335 -2.102 -0.159
H: 1.249 -2.067 -1.942

=====

[12]
A cluster of 2 separate species, C4H11NO2 in total at a distorted geometry, computed with ωB97M-V/def2-TZVPD.

## Properties
- structure (SMILES) = CNC(C)=O.CO
- charge = 0
- energy above the lowest of the compared OMol25 structures with the same formula, charge and spin (kcal/mol) = 34.2
- HOMO (Ha) = -0.335
- LUMO level (Eh) = 0.020
- total energy (a.u.) = -364.21368

CARTESIAN COORDINATES (ANGSTROEM)
C: -2.056 2.021 0.863
N: -1.878 0.534 0.707
C: -0.787 0.010 0.249
C: -0.777 -1.489 -0.027
O: 0.268 0.668 0.143
H: -1.287 2.565 0.322
H: -3.032 2.298 0.422
H: -1.979 2.229 2.014
H: -2.704 0.007 1.151
H: -1.818 -1.900 -0.116
H: -0.146 -1.969 0.702
H: -0.212 -1.549 -0.982
C: 2.906 -0.991 -0.516
O: 1.932 -0.558 -1.409
H: 3.498 -1.829 -1.043
H: 3.774 -0.229 -0.303
H: 2.502 -1.396 0.409
H: 1.235 -0.147 -0.810

=====

[13]
A cluster of 3 separate species, C4H11NO2 in total at a distorted geometry, computed with ωB97M-V/def2-TZVPD.

## Properties
- structure (SMILES) = C=N/C=C/C.O.O
- charge = 0
- energy above the lowest of the compared OMol25 structures with the same formula, charge and spin (kcal/mol) = 74.0
- HOMO (Ha) = -0.332
- LUMO level (Eh) = 0.022
- total energy (a.u.) = -364.15026

CARTESIAN COORDINATES (ANGSTROEM)
C: 2.177 1.189 0.441
N: 1.114 1.499 -0.178
C: 0.684 0.575 -1.222
C: -0.420 0.970 -1.836
C: -1.370 0.107 -2.574
H: 2.919 0.439 0.158
H: 2.201 1.793 1.407
H: 1.374 -0.273 -1.199
H: -0.642 2.052 -1.841
H: -0.660 -0.641 -2.991
H: -2.114 0.597 -3.179
H: -2.003 -0.578 -1.975
O: 0.395 -2.440 2.242
H: -0.483 -2.091 2.455
H: 0.957 -1.661 2.167
O: -1.845 -0.779 2.072
H: -1.252 -0.485 1.352
H: -2.730 -0.787 1.696